This record from OMol25 describes 5 unconnected molecules or ions with the total composition C2H14NO4. The level of theory is ωB97M-V with the def2-TZVPD basis set.

Properties
**Energy**: -11976.686 eV
**HOMO (alpha / beta)**: -2.156 / -6.889 eV
**HOMO-LUMO gap (alpha / beta)**: 0.0827 / 0.2551 Ha
**Maximum force**: 2.696 eV/Å
**Multiplicity**: 2
**Energy relative to the best compared isomer or geometry (same formula, charge and spin)**: 37.8 kcal per mole
**<S²>**: 0.75

Atoms and positions in Å:
1 O -2.294 0.014 0.730
2 C 2.387 -0.913 1.610
3 H 0.208 2.149 0.503
4 H -3.064 -0.335 1.187
5 H 1.250 -3.789 -1.100
6 N 0.214 -1.117 0.548
7 H -0.368 1.900 -0.948
8 H -2.546 0.842 0.309
9 H -2.111 3.955 -2.342
10 O 0.147 1.522 -0.222
11 H 0.078 -1.941 1.151
12 C 1.602 -0.691 0.515
13 H 0.283 -3.039 -1.935
14 H -0.419 -0.408 0.972
15 O -1.553 3.685 -1.605
16 H 3.456 -0.756 1.685
17 H 1.899 -0.165 -0.370
18 H 2.134 -1.418 2.539
19 H -0.082 -1.250 -0.406
20 H -1.418 4.499 -1.105
21 O 0.603 -3.078 -1.026

Löwdin population analysis, charges in e, atoms 1 to 4:
1. O -0.059
2. C -0.147
3. H 0.057
4. H 0.052